Computed, not measured: a structure of composition C32H25FeI2N5OS, with ωB97M-V with the def2-TZVPD basis set.

Structure (ORCA input):
```
! RIJCOSX wB97M-V def2-TZVPD def2/J DEFGRID3
* xyz 0 5
Fe 0.631 0.535 0.056
I -1.289 8.066 -0.452
C -1.048 5.977 -0.585
C -0.651 5.406 -1.784
C -0.498 4.036 -1.846
I 0.064 3.080 -3.626
C -0.720 3.189 -0.732
O -0.571 1.911 -0.803
C -1.142 3.820 0.469
C -1.434 2.933 1.646
N -0.289 2.085 2.000
C -0.518 1.292 3.194
C -0.940 -0.119 2.864
C -1.856 -0.804 3.652
C -2.134 -2.133 3.373
C -1.479 -2.740 2.313
C -0.603 -1.979 1.563
N -0.344 -0.694 1.818
C -1.294 5.193 0.530
H -0.468 6.013 -2.660
H -1.741 3.552 2.501
H -2.270 2.270 1.397
H 0.535 2.663 2.114
H 0.419 1.229 3.753
H -1.271 1.747 3.849
H -2.341 -0.302 4.479
H -2.848 -2.684 3.971
H -1.655 -3.777 2.058
H -0.086 -2.400 0.708
H -1.606 5.665 1.455
C 4.035 1.031 -2.532
C 3.804 0.070 -3.509
C 2.665 -0.709 -3.445
C 1.751 -0.547 -2.398
C 1.992 0.400 -1.391
C 3.136 1.185 -1.483
C 0.461 -1.248 -2.371
C 0.076 -2.207 -3.341
C -1.182 -2.726 -3.330
C -2.120 -2.263 -2.380
C -3.462 -2.695 -2.352
C -4.340 -2.182 -1.436
C -3.912 -1.188 -0.538
C -2.615 -0.750 -0.544
C -1.671 -1.302 -1.439
N -0.378 -0.876 -1.409
H 4.921 1.655 -2.582
H 4.500 -0.052 -4.329
H 2.473 -1.427 -4.236
H 3.340 1.936 -0.728
H 0.787 -2.533 -4.086
H -1.483 -3.460 -4.067
H -3.785 -3.427 -3.083
H -5.372 -2.509 -1.425
H -4.621 -0.757 0.158
H -2.293 0.058 0.098
S 2.603 0.661 1.868
C 2.851 -1.006 1.728
N 2.656 -1.775 2.862
C 2.761 -3.122 2.836
C 3.185 -3.724 1.693
C 3.465 -2.900 0.592
N 3.287 -1.594 0.610
H 2.292 -1.305 3.677
H 2.502 -3.646 3.743
H 3.298 -4.797 1.640
H 3.842 -3.299 -0.342
*
```

- M: 837.3 u
- E_LUMO (alpha / beta): -0.88 / -0.90 eV
- Frontier orbital gap (alpha / beta): 5.6 / 5.9 eV
- ΔE to the lowest compared entry with this formula, charge and spin: 1.5600 eV
- E: -3840.7498 Ha
- E_HOMO (alpha / beta): -6.48 / -6.77 eV